6 unconnected molecules or ions with the total composition C41H96N5O3P at a distorted geometry, computed with ωB97M-V/def2-TZVPD.

Summary:
Spin multiplicity   1
Calculated total energy   -66914.292 eV
Charge   +4
Kohn-Sham gap   0.181 Ha
LUMO level   -8.17 eV

Last column: Löwdin charge in e.
Geometry (Å):
H 0.4475 -5.9981 3.0320  0.144
H 7.8134 -1.5920 -3.1251  0.118
C 7.2216 -5.5706 -3.3158  -0.136
O -1.3490 -2.1164 -1.5588  -0.086
H -1.4150 4.2359 4.6360  0.102
H -0.8716 -7.7644 4.7682  0.094
H 0.6030 7.7990 -0.9441  0.082
H -1.3480 1.3609 5.2633  0.115
H 2.6844 5.2212 1.0250  0.092
H 3.5025 -2.6235 -6.1221  0.099
C -2.4792 -6.3206 3.6279  -0.233
N -0.7348 -7.8016 2.6261  -0.274
N -7.6773 1.2611 -2.6744  -0.250
C 1.0229 8.8975 6.4813  -0.078
H 5.3618 -0.7231 -4.5744  0.127
H 2.2838 -7.2002 1.6373  0.127
C -8.4235 0.2448 -3.6415  0.089
H 0.5149 -8.7546 4.1923  0.110
H 7.6444 -1.3149 -4.9059  0.098
H 8.3230 -3.7465 -5.7287  0.122
H 0.1793 6.9847 4.5019  0.105
O -0.7959 -0.1290 -1.6861  -0.070
C 7.4322 -4.1691 -5.2639  -0.074
H 2.3131 8.5344 4.8550  0.105
H -2.9087 -5.1690 -6.3567  0.164
C -0.0211 5.9588 -0.2526  -0.289
H -8.7246 0.9281 -4.4355  0.085
C 0.9752 -8.9736 1.6072  -0.153
H 8.9511 -2.3534 -4.2653  0.118
P 1.1396 4.3972 3.1921  1.007
H 6.6453 -4.3196 -6.0030  0.135
H -8.0925 2.9946 -1.6847  0.132
H -0.7383 7.0410 1.3852  0.118
C -0.9657 3.2501 4.5152  -0.255
H 1.0183 2.4011 4.4243  0.096
H -0.4579 7.0008 -2.1334  0.076
H 2.2055 6.3011 3.1018  0.063
H -2.5198 -5.9018 -4.8760  0.159
H 1.6637 2.7183 1.7954  0.115
C 0.6214 3.3931 4.6399  -0.216
C 5.0471 5.2374 2.8213  -0.101
C -1.5139 2.3908 5.5795  -0.282
C 3.7825 -0.8161 -6.9810  -0.120
H -1.3459 -5.6485 -6.0191  0.161
C -7.0408 2.9234 -4.4840  -0.220
H 0.0673 -6.5116 1.3817  0.139
H -6.1169 2.5573 -2.5570  0.129
H -6.3429 3.8278 -6.3836  0.092
H -6.2989 1.0274 -0.9945  0.134
H -8.0195 0.3699 0.5854  0.130
H -9.6227 2.5069 -2.5962  0.150
H 0.8721 5.5002 -0.6767  0.109
C -8.3460 0.4643 -0.4503  -0.172
H 4.7959 4.7340 3.7548  0.061
H 6.2748 -6.0876 -3.4719  0.113
C 7.9839 -5.4913 -4.6994  -0.113
H 2.8537 -0.3686 -7.3350  0.083
H -1.0774 5.3883 2.7695  0.085
H 6.0409 -1.5321 -5.9061  0.108
H -1.1050 1.7111 7.6631  0.082
H 7.6881 -6.1718 -2.5354  0.121
H -7.6083 3.7271 -4.0150  0.113
H 4.5144 6.1876 2.8587  0.070
H -5.0775 2.8286 -5.3607  0.082
H -5.7293 4.4081 -5.0361  0.077
C 1.8662 7.8543 5.5802  -0.236
H 1.0603 3.7838 5.5580  0.085
H 5.0811 -2.7723 -3.2213  0.133
C -6.5152 1.9349 -3.3582  -0.094
O -1.3135 -1.0731 0.1794  -0.083
C 3.1230 4.2442 1.2279  -0.226
C -0.5313 -8.8717 1.6082  -0.135
C -9.1602 1.6928 -0.6653  -0.150
C -1.0588 2.5832 7.0109  -0.088
H -1.5640 3.3959 7.5329  0.084
H 1.4223 -9.3781 0.6992  0.130
H -9.2249 -0.0793 -2.9775  0.108
H 0.3684 9.5325 5.8844  0.061
H 7.6790 -6.2621 -5.4073  0.121
H -0.0009 2.8428 7.0509  0.055
H -0.7010 4.2691 1.6909  0.088
C 2.2699 3.5097 2.2361  -0.302
H 1.7049 9.6332 6.9076  0.071
H 3.1109 3.7823 0.2407  0.119
H 0.9054 6.9935 1.3041  0.115
H 4.1632 -1.3621 -7.8442  0.079
C -0.5161 -8.4553 4.0038  0.052
H -2.0799 -4.4534 -5.1155  0.159
C -8.7224 2.1920 -2.0685  -0.090
H -7.7520 2.4628 -5.1697  0.095
H 2.8428 5.3061 4.5541  0.089
H 9.0705 -5.5002 -4.6139  0.122
C 1.0925 6.6841 5.0156  -0.219
C -3.4815 -5.2459 3.3922  -0.111
C -0.3088 7.2164 -1.0754  -0.094
H -1.3077 -9.1999 4.0875  0.120
H -3.1695 -4.5179 2.6434  0.087
C 5.5277 -2.8400 -4.2133  -0.116
H -2.8389 -8.1279 2.2989  0.133
C -5.9856 3.4267 -5.4352  -0.094
C -2.1790 -7.2630 2.3669  -0.033
C 1.6051 -7.7626 2.2785  -0.155
C 2.0091 5.7877 4.0430  -0.237
H 6.1127 5.4656 2.7990  0.088
H 8.0721 -3.8774 -2.2652  0.134
N -1.2135 -1.0719 -1.0384  -0.759
H 4.9561 4.8955 0.7942  0.106
H 6.4366 -3.9896 -2.0424  0.125
C 7.9236 -2.0189 -4.1220  0.018
H 3.0222 -1.4246 -5.0521  0.115
H -4.3779 -5.6944 2.9641  0.081
H -0.8401 -8.4558 0.6492  0.130
C 4.5959 4.3610 1.6732  -0.253
C -7.1773 0.5313 -1.4071  -0.098
N -2.2161 -5.3087 -5.6350  0.355
H 0.2882 8.4593 7.1568  0.065
C 0.4388 -6.8480 2.3496  -0.088
H -0.8444 5.2481 -0.3240  0.109
H 1.1432 -9.8153 2.2792  0.117
H -1.5769 -5.7912 3.9340  0.103
H -7.7456 -0.4842 -4.0853  0.108
C 3.8359 -1.6593 -5.7384  -0.253
H -8.9797 -0.4099 -0.6000  0.120
C -0.2218 5.1378 2.1424  -0.219
H -10.2340 1.5063 -0.6508  0.125
H -2.1352 -6.8418 1.3625  0.127
H -2.9008 -6.8849 4.4597  0.118
C 7.1746 -4.1217 -2.8335  -0.086
H -5.7796 1.1701 -3.6073  0.140
H -1.3105 3.0471 3.5013  0.105
H 4.5798 -0.0730 -6.9942  0.075
H 0.6943 6.0871 5.8360  0.102
H -2.5865 2.5840 5.5637  0.115
H -3.7696 -4.8254 4.3557  0.092
C 5.2687 -1.6469 -5.1453  -0.174
N 6.9985 -3.1892 -4.0931  -0.217
H 2.9449 2.9748 2.9043  0.112
C 0.0551 6.3239 1.1746  -0.260
H 2.6774 7.4483 6.1846  0.105
H -1.0708 -9.7978 1.8068  0.150
H -1.2075 7.7853 -0.8368  0.081
H -6.6785 -0.4002 -1.6745  0.136
H 5.0570 -3.7493 -4.5871  0.126
H 5.1308 3.4116 1.6505  0.115
H -8.9368 2.4213 0.1142  0.126
H 2.1841 -7.9868 3.1744  0.127